Entry from OMol25: a structure of composition C10H17Br21InNO5P3 (ωB97M-V/def2-TZVPD).

LUMO (eV): 0.92
HOMO-LUMO gap (eV): 5.5927
Charge: -1
Calculated total energy (eV): -1526299.8422

```
58
C10H17Br21InNO5P3, DFT ωB97M-V/def2-TZVPD
In 0.0365 0.5891 -1.2940
Br -3.8673 -1.6573 -2.7673
Br 5.0800 -0.2364 5.8926
Br -1.8362 3.7201 -0.1837
Br 1.1342 -4.1963 1.4829
Br -3.0192 6.6905 0.2181
Br 4.4211 -5.9559 4.4736
Br -8.4131 5.7258 -1.4225
Br -3.8629 -4.6709 -3.9089
Br 7.5405 -5.1520 4.3833
Br -7.5600 2.7080 -3.6630
Br 3.6687 -3.4184 -0.3490
Br 4.1406 -2.8706 7.4934
Br 5.3604 -3.3216 2.8727
Br -5.3561 5.5425 -2.4258
Br -1.5853 5.8887 -2.5542
Br -9.2057 0.0141 -4.3107
Br -6.2904 3.9232 0.1990
Br -7.7944 0.3887 -1.4380
Br 3.1952 -6.4827 0.5290
Br 7.2600 -2.0668 7.4032
Br -6.3409 -2.7109 -4.5437
P 1.3329 -1.5720 -1.1423
P 3.4940 -1.2616 -1.4002
P 0.6627 2.4016 0.3547
O 4.0044 -2.4603 -2.3445
O 4.3545 -1.2131 0.1386
O -0.0516 2.1492 1.9195
O -1.9687 0.1073 -0.9195
O 3.9024 0.2164 -2.2805
N -1.8095 -2.5791 -0.2005
C -1.6471 5.6038 -0.6308
C 2.5845 2.2238 0.5650
C 0.4084 1.4458 -3.3511
C 5.4272 -1.4146 7.4010
C -6.5536 5.5114 -0.8930
C 5.7077 -4.4998 4.3812
C -2.0399 -1.3512 -0.5967
C -7.7133 0.7960 -3.3384
C -4.9525 -3.1918 -3.2689
C 2.9774 -4.6133 1.0216
H -5.4579 -3.5366 -2.3607
H -0.6837 5.9330 -0.2278
H 5.5799 -3.9021 5.2897
H 1.2911 2.2400 -3.2386
H 0.2186 2.9159 2.5330
H 5.2995 -0.8169 8.3095
H 0.7891 0.6745 -4.1628
H 2.7901 1.0608 0.4056
H 0.9001 -2.4060 -2.2699
H 3.5777 -4.4480 1.9223
H 3.6888 -1.0499 0.8830
H 3.0717 2.8493 -0.3040
H 2.8612 2.6007 1.6397
H 4.8726 0.4036 -2.1601
H -6.8006 0.3317 -3.7263
H -0.5268 2.0264 -3.7651
H -6.2972 6.3742 -0.2694
```

---

Entry from OMol25: an isolated molecule of C10H17Br2Cl2FO6P2S (ωB97M-V/def2-TZVPD).

LUMO (eV): -0.37
HOMO-LUMO gap (eV): 7.6682
Calculated total energy (eV): -220184.1519

```
41
C10H17Br2Cl2FO6P2S, DFT ωB97M-V/def2-TZVPD
Br -1.6900 1.7637 2.1891
Br -1.4831 1.7322 -1.1791
Cl -3.7627 -1.2845 2.1030
Cl -3.3156 -1.1233 -2.4679
S 0.2273 -2.4353 1.4491
P 1.0943 2.4935 -0.4438
P 3.4792 0.2256 0.9505
F 1.0052 1.4306 2.1204
O 0.0804 -3.2174 0.0753
O 4.2743 -1.0146 1.8967
O 2.7486 2.8674 -0.7314
O -1.1558 -1.3950 1.6507
O 1.5291 -1.3918 1.4678
O 4.4633 0.3990 -0.4656
C 0.7492 1.0017 0.6925
C 1.6513 -0.3407 0.4883
C 0.4936 4.0496 0.5774
C 2.7093 -2.1092 -1.3670
C -5.4672 -1.2878 -0.6663
C 1.7681 -0.7790 -1.0844
C -0.8742 0.8412 0.5616
C -1.4875 -0.6539 0.4596
C -3.8187 -1.5665 -0.7261
C -3.1640 -0.6170 0.4367
H -5.6035 -0.1316 -0.8686
H 0.6466 3.9222 1.7282
H 5.2637 -0.8623 1.7375
H 2.1937 0.1385 -1.7179
H 4.8826 1.3312 -0.4711
H 3.2967 -1.8756 -2.3797
H 0.7205 -1.0254 -1.6006
H 1.0693 5.0238 0.2368
H -3.6001 0.4635 0.3813
H -0.6537 4.1779 0.2743
H 3.5726 -2.2433 -0.5531
H -3.5833 -2.6892 -0.4393
H 2.7841 3.8678 -0.9188
H -5.9561 -1.6603 0.3321
H -1.1997 -1.0961 -0.5765
H 2.1053 -3.0928 -1.5666
H -5.9931 -1.8367 -1.5851
```

---

Entry from OMol25: an isolated molecule of C10H17BrCl2NO5P (ωB97M-V/def2-TZVPD).

SMILES string: CC(=O)OC(=O)C[C@](N)([C@H](C[C@H](C)Cl)OCBr)P(O)Cl
LUMO (eV): 0.47
HOMO-LUMO gap (eV): 9.8378
Calculated total energy (eV): -126751.1947

```
37
C10H17BrCl2NO5P, DFT ωB97M-V/def2-TZVPD
Br -0.3879 3.0653 2.4079
Cl -2.9925 0.4290 -0.9569
Cl 4.0411 0.1706 1.9946
P -1.4298 0.4601 -2.3398
O -1.7879 -2.3812 -0.2404
O 0.0549 -2.3244 1.0474
O -0.2955 0.6493 0.8942
O -2.7367 -1.7739 1.7003
O -1.1552 2.0937 -2.3553
N 0.9888 0.3131 -2.5962
C -1.1543 1.6729 1.2441
C 3.1437 2.5625 1.0316
C -2.6731 -2.5585 0.8325
C -0.4814 -2.0710 0.0219
C 2.6463 1.1626 1.4063
C -3.5021 -3.7912 0.6444
C 0.6106 0.8425 -0.1907
C 0.2086 -1.5106 -1.2008
C 0.1495 0.0171 -1.4181
C 2.0224 0.3987 0.2373
H 1.9939 -0.6613 0.5030
H 1.7452 -0.3511 -2.7217
H -1.9745 1.2387 1.8192
H -0.1668 -2.0040 -2.1097
H 2.7125 0.5104 -0.6157
H -3.9691 -3.7963 -0.3462
H 2.9589 3.2832 1.8355
H 2.6186 2.9331 0.1385
H -1.5329 2.2295 0.3792
H -2.8531 -4.6708 0.7283
H 1.9543 1.2057 2.2461
H 0.6097 1.8988 -0.5096
H 4.2178 2.5407 0.8129
H 1.2619 -1.8045 -1.0771
H 1.3675 1.2540 -2.5780
H -4.2683 -3.8210 1.4254
H -1.9451 2.5888 -2.0948
```

---

Entry from OMol25: an isolated molecule of C10H17BrO (ωB97M-V/def2-TZVPD).

SMILES string: CC1(C)[C@H]2CC[C@]1(C)[C@](O)(Br)C2
LUMO (eV): 0.72
Relative energy (zero: lowest compared OMol25 entry of this formula, charge and spin) (eV): 0.0000
HOMO-LUMO gap (eV): 10.4804
Calculated total energy (eV): -82736.2234

```
29
C10H17BrO, DFT ωB97M-V/def2-TZVPD
Br 1.3486 -1.5580 -3.0007
O 2.5529 -0.3038 -0.8850
C -0.3459 -1.3092 0.5964
C 0.8662 -1.9327 -0.1179
C 1.3250 -0.8531 -1.1055
C 1.2000 0.5594 1.4816
C -1.5304 -1.3650 -0.3782
C -0.0267 0.2000 0.6413
C -1.1635 -0.2946 -1.4219
C 0.1339 0.3226 -0.8915
C -1.1775 1.0511 1.1843
C 0.5107 1.6478 -1.4990
H -2.4659 -1.1373 0.1305
H -0.8630 2.0911 1.2372
H 1.6746 -2.1607 0.5826
H -0.2030 2.4091 -1.1908
H -0.5495 -1.7745 1.5602
H 0.5883 -2.8598 -0.6181
H 3.2319 -0.9894 -0.8246
H 1.5077 1.9442 -1.1856
H 0.9238 0.5874 2.5336
H 0.4937 1.5783 -2.5852
H -1.9267 0.4794 -1.5231
H -1.4284 0.7223 2.1911
H 2.0156 -0.1462 1.3728
H -1.0260 -0.7283 -2.4094
H 1.5705 1.5418 1.1991
H -1.6303 -2.3531 -0.8274
H -2.0737 1.0002 0.5775
```

---

Entry from OMol25: a cluster of 2 separate species, C10H17ClN3O3 in total (ωB97M-V/def2-TZVPD).

LUMO (eV): -4.16
HOMO-LUMO gap (eV): 9.2966
Charge: +1
Calculated total energy (eV): -33772.2664

```
34
C10H17ClN3O3, DFT ωB97M-V/def2-TZVPD
Cl 0.1708 -0.7250 -3.4032
O 3.7553 2.4501 -0.0743
O 4.7387 1.5813 0.3269
O -2.7598 -0.8352 0.6525
N 0.3048 -0.8554 0.5035
N -3.4357 -2.4754 2.0736
N -4.9688 -1.1266 1.0517
C 4.5587 0.3013 -0.3450
C 1.2748 -1.1125 1.4563
C -1.6096 2.0349 -0.7555
C 2.0439 0.0757 -1.0117
C 2.6872 -0.7854 1.2713
C 0.6627 -0.2938 -0.7153
C -3.6665 -1.4428 1.2250
C 3.0860 -0.1563 -0.0016
C -0.5859 1.5662 -1.9016
C -0.4205 -0.0014 -1.8426
H -0.9381 1.9409 -2.9037
H 3.0727 2.5366 0.6203
H -2.6610 1.9896 -1.1560
H -0.6980 -1.0640 0.6464
H -2.4792 -2.7400 2.2275
H 3.4369 -1.0009 2.0761
H -5.7246 -1.6055 1.5059
H 5.3301 -0.4310 0.0087
H -1.4789 1.3708 0.1375
H 0.3797 2.1136 -1.6865
H -1.3229 3.0750 -0.4535
H -1.3481 -0.5379 -1.4948
H 2.3139 0.5459 -1.9828
H -5.1781 -0.3651 0.4286
H 4.6803 0.5259 -1.4459
H -4.1617 -2.9807 2.5478
H 0.9412 -1.5729 2.4148
```

---

Entry from OMol25: a structure of composition C10H17F6O6Zn (ωB97M-V/def2-TZVPD).

LUMO (eV): -3.24
Relative energy (zero: lowest compared OMol25 entry of this formula, charge and spin) (eV): 0.0000
HOMO-LUMO gap (eV): 9.7406
Charge: +1
Calculated total energy (eV): -87644.5744

```
40
C10H17F6O6Zn, DFT ωB97M-V/def2-TZVPD
Zn -0.0485 -0.2838 0.2840
F -2.8705 0.2102 -1.3205
F -2.8613 -1.2946 -2.8775
F -1.8248 -1.6471 -1.0066
F -0.7199 -1.3887 -4.5081
F 0.1322 -2.2543 -2.7174
F 1.1286 -0.6118 -3.7098
O 0.9238 0.2808 2.3641
O 0.0079 0.3102 -1.4606
O -0.8111 -1.6059 1.5532
O 2.0478 -0.9611 0.3204
O -0.8876 -1.1113 2.9185
O -1.1923 1.2631 1.3233
C 2.8827 -0.5042 1.3756
C 2.0636 -0.5643 2.6397
C -0.8263 -0.0613 -2.4972
C -0.1718 0.2128 3.1582
C -1.1938 1.1371 -3.3650
C -0.0750 -1.0943 -3.3773
C 2.7720 -1.0881 -0.9211
C -1.9245 2.3547 0.7446
C -2.1150 -0.7109 -1.9495
C -1.1359 1.2969 2.7332
H 3.7598 -1.1490 1.4692
H -1.6900 1.8901 -2.7565
H -1.8121 2.2637 -0.3305
H -2.1198 1.1277 3.1785
H -2.9769 2.2836 1.0202
H 2.9854 -0.0990 -1.3277
H 3.2160 0.5207 1.1822
H 3.6950 -1.6380 -0.7385
H -0.2760 1.5648 -3.7634
H -0.5029 -1.8383 3.4386
H -1.8462 0.8540 -4.1892
H 2.6075 -0.1766 3.5010
H 1.7334 -1.5899 2.8189
H 0.0266 0.1840 4.2317
H -1.5027 3.3010 1.0868
H -0.7386 2.2565 3.0806
H 2.1411 -1.6393 -1.6061
```

---

| no. | largest force on an atom (eV/Å) |
| --- | --- |
| 1 | 11.1 |
| 2 | 6.0 |
| 3 | 1.4 |
| 4 | 2.4 |
| 5 | 3.0 |
| 6 | 0.2 |